Record 1
{
  "formula": "C2H2N2O",
  "method": "ωB97M-V/def2-TZVPD",
  "total_charge": 0,
  "max_force_ev_per_a": 15.86,
  "lumo_energy_ev": -0.83,
  "orbital_gap_ev": 9.1384,
  "e_tot_ha": -262.0139,
  "homo_energy_ev": -10.0,
  "smiles": "N#C/C=N\\O",
  "symbols": ["N", "C", "C", "N", "O", "H", "H"],
  "xyz": [[2.0499, -0.8286, -0.1036], [1.2907, 0.1282, 0.2534], [0.2603, 0.8689, 0.0008], [-0.9995, 0.2966, -0.0554], [-0.9162, -1.0614, 0.1339], [0.1176, 1.9343, -0.0155], [-1.8028, -1.3379, -0.2136]],
  "mulliken_charge": [-0.403, 0.556, -0.305, -0.252, -0.320, 0.342, 0.382]
}

=====

Record 2
{
  "formula": "C2H2N2O",
  "method": "ωB97M-V/def2-TZVPD",
  "total_charge": 0,
  "max_force_ev_per_a": 6.49,
  "lumo_energy_ev": 0.07,
  "orbital_gap_ev": 11.3809,
  "e_tot_ha": -262.1389,
  "homo_energy_ev": -11.3,
  "smiles": "N#CC(N)=O",
  "symbols": ["N", "C", "C", "N", "O", "H", "H"],
  "xyz": [[2.1782, -0.0829, 0.1186], [1.0025, -0.0500, -0.1706], [-0.4977, 0.1487, -0.0494], [-1.1313, -1.0441, -0.0473], [-0.9513, 1.2915, 0.0354], [-0.6422, -1.9268, 0.0663], [-2.1048, -1.1080, 0.4712]],
  "mulliken_charge": [-0.378, 0.199, 0.562, -0.443, -0.508, 0.274, 0.295]
}

=====

Record 3
{
  "formula": "C2H2N2O",
  "method": "ωB97M-V/def2-TZVPD",
  "total_charge": 0,
  "max_force_ev_per_a": 13.09,
  "lumo_energy_ev": [0.82, -4.02],
  "orbital_gap_ev": [6.7354, 6.9042],
  "e_tot_ha": -261.8782,
  "homo_energy_ev": [-5.9, -10.9],
  "multiplicity": 3,
  "symbols": ["C", "C", "N", "N", "O", "H", "H"],
  "xyz": [[-1.9824, -0.5764, -0.6692], [2.2991, -0.0213, -0.0968], [-2.4653, 0.1294, 0.0660], [1.2502, -0.4583, 0.1692], [3.4327, 0.3109, -0.0634], [-2.7738, 1.0096, 0.6313], [0.2394, -0.3938, -0.0371]],
  "lowdin_spin": [1.398, 0.003, 0.492, 0.017, 0.003, 0.051, 0.036]
}

=====

Record 4
{
  "formula": "C2H2N2O2",
  "method": "ωB97M-V/def2-TZVPD",
  "total_charge": 0,
  "max_force_ev_per_a": 4.05,
  "lumo_energy_ev": 0.61,
  "orbital_gap_ev": 10.9463,
  "e_tot_ha": -337.2905,
  "homo_energy_ev": -10.3,
  "smiles": "C#[N+][O-].N=C=O",
  "symbols": ["C", "N", "O", "H", "N", "C", "O", "H"],
  "xyz": [[1.5007, -0.5476, 0.0543], [0.6647, 0.1081, -0.4227], [-0.1129, 0.9378, -0.7694], [1.7921, -1.5650, 0.1771], [-2.5757, 0.8262, 0.4737], [-3.2521, 0.0056, -0.0061], [-3.9513, -0.8381, -0.3014], [-2.0964, 1.6499, 0.3467]],
  "mulliken_charge": [-0.202, 0.477, -0.572, 0.289, -0.307, 0.419, -0.399, 0.295]
}